No. 1
# C43H44N8NiO4S

A molecular structure, C43H44N8NiO4S at a distorted geometry (ωB97M-V/def2-TZVPD, the OMol25 dataset).

```
101
C43H44N8NiO4S ωB97M-V/def2-TZVPD
Ni -1.538 0.585 -0.531
O 6.459 0.101 5.847
C 6.071 0.323 4.537
C 9.675 -0.340 -3.862
O 8.877 -1.114 -3.520
O 10.417 0.529 -4.064
C 6.359 -0.817 3.720
C 6.061 -0.797 2.325
C 6.397 -1.893 1.484
C 6.816 -3.070 2.061
C 7.041 -3.142 3.454
C 6.879 -2.022 4.263
C 5.600 1.592 4.116
C 4.938 2.440 5.004
C 4.672 3.781 4.688
C 4.950 4.234 3.430
C 5.591 3.428 2.466
C 5.912 2.127 2.806
H 6.120 0.796 6.426
H 5.519 -0.009 1.809
H 6.315 -1.805 0.390
H 7.214 -3.836 1.411
H 7.425 -4.114 3.895
H 7.027 -2.064 5.332
H 4.738 2.070 6.036
H 4.170 4.399 5.439
H 4.781 5.259 3.221
H 5.821 3.846 1.457
H 6.576 1.548 2.188
N -0.400 0.797 3.380
C 0.443 1.839 2.996
C 1.012 2.818 3.833
C 1.471 3.981 3.194
C 1.418 4.064 1.785
C 0.948 3.061 0.994
C 0.375 1.955 1.603
N -0.668 1.102 1.180
C -1.108 0.453 2.245
C -2.362 -0.301 2.144
C -3.037 -1.202 2.979
S -4.239 -2.027 2.058
C -3.840 -1.092 0.629
N -2.852 -0.274 0.828
H -0.507 0.429 4.359
H 1.184 2.612 4.912
H 1.799 4.804 3.807
H 1.793 4.939 1.281
H 1.088 3.065 -0.095
H -2.863 -1.496 3.993
H -4.393 -1.255 -0.333
C -9.395 -4.010 -3.395
C -8.445 -2.837 -3.131
C -8.912 -1.591 -3.597
C -8.228 -0.413 -3.356
C -6.849 -0.516 -3.040
N -6.086 0.603 -3.113
C -6.492 1.829 -2.513
O -7.532 1.976 -1.901
N -5.626 2.922 -2.664
C -4.216 2.839 -2.874
C -3.582 3.283 -4.020
C -2.233 2.972 -4.133
C -1.598 2.151 -3.170
N -2.205 1.656 -2.060
C -3.501 2.061 -1.922
C -6.324 -1.737 -2.684
C -7.102 -2.903 -2.664
H -10.422 -3.694 -3.419
H -9.287 -4.769 -2.589
H -9.171 -4.447 -4.359
H -9.908 -1.523 -3.980
H -8.721 0.551 -3.389
H -5.124 0.538 -3.406
H -5.976 3.838 -2.321
H -4.217 3.688 -4.816
H -1.616 3.354 -4.958
H -0.581 1.761 -3.405
H -3.993 1.811 -0.965
H -5.293 -1.720 -2.249
H -6.733 -3.853 -2.322
C 1.066 -2.308 -3.016
C 0.073 -1.158 -2.630
N -0.172 -1.084 -1.130
C -0.551 -2.424 -0.652
C 0.411 -3.514 -1.021
N 1.560 -3.008 -1.735
C 2.239 -1.876 -0.913
C 1.242 -0.840 -0.519
H 1.955 -1.830 -3.488
H 0.618 -3.019 -3.719
H -0.857 -1.217 -3.265
H 0.512 -0.171 -2.895
H -1.512 -2.669 -1.124
H -0.693 -2.392 0.418
H -0.051 -4.307 -1.639
H 0.855 -3.991 -0.147
H 2.177 -3.813 -1.845
H 3.040 -1.503 -1.501
H 2.697 -2.379 -0.040
H 1.512 0.164 -0.934
H 1.102 -0.788 0.609
```

E_LUMO (spin up / spin down) = -5.088 / -5.088 eV
2S+1 = 3
Total charge = +2
HOMO level (spin up / spin down) = -9.8089 / -11.7738 eV
Frontier orbital gap (spin up / spin down) = 4.72 / 6.69 eV
⟨S²⟩ = 2.047

No. 2
# C38H31N6O2Tb

A molecular structure, C38H31N6O2Tb at a distorted geometry (ωB97M-V/def2-TZVPD, the OMol25 dataset).

```
78
C38H31N6O2Tb ωB97M-V/def2-TZVPD
Tb -0.046 -0.274 0.552
O -1.529 0.896 -1.146
C -2.561 1.820 -1.125
C -3.301 2.143 -2.225
C -4.073 3.329 -2.248
C -4.136 4.132 -1.094
C -3.598 3.626 0.056
C -2.776 2.468 0.133
C -2.502 1.894 1.405
N -1.938 0.731 1.664
C -2.234 0.144 3.066
C -1.817 -1.303 3.110
N -0.447 -1.520 2.640
C 0.368 -2.261 3.363
C 1.708 -2.694 3.003
C 2.417 -3.598 3.870
C 3.727 -3.972 3.579
C 4.344 -3.605 2.375
C 3.690 -2.748 1.525
C 2.355 -2.334 1.747
O 1.708 -1.591 0.884
H -3.302 1.545 -3.154
H -4.648 3.504 -3.137
H -4.618 5.103 -1.129
H -3.829 4.175 0.990
H -2.837 2.518 2.253
H -3.290 0.293 3.204
H -1.679 0.707 3.818
H -2.521 -1.899 2.533
H -1.882 -1.546 4.169
H 0.084 -2.411 4.410
H 1.965 -3.996 4.763
H 4.262 -4.591 4.333
H 5.325 -3.946 2.168
H 4.220 -2.372 0.687
C 0.254 4.103 2.302
C 0.912 4.821 1.236
C 1.694 4.064 0.339
C 1.754 2.664 0.415
N 0.973 2.060 1.325
C 0.476 2.733 2.365
C 2.436 1.779 -0.534
C 3.675 2.330 -1.029
C 4.490 1.516 -1.800
C 4.074 0.119 -1.891
C 2.872 -0.284 -1.401
N 1.995 0.574 -0.864
H -0.291 4.646 3.129
H 0.762 5.838 1.171
H 2.320 4.581 -0.419
H 0.148 2.165 3.223
H 3.892 3.395 -0.905
H 5.374 1.877 -2.375
H 4.718 -0.617 -2.328
H 2.570 -1.316 -1.386
C -2.820 -5.377 -0.941
C -2.710 -4.753 -2.160
C -1.930 -3.593 -2.298
C -1.392 -3.041 -1.104
C -1.426 -3.735 0.092
C -2.106 -4.923 0.192
N -0.755 -1.805 -1.072
N -0.317 -1.508 -2.360
C -0.247 -0.265 -2.891
C 0.354 -0.169 -4.170
C 0.867 1.088 -4.581
C 0.550 2.261 -3.909
C -0.221 2.176 -2.736
C -0.616 0.949 -2.217
H -3.402 -6.288 -0.867
H -3.216 -5.246 -3.048
H -1.813 -3.027 -3.242
H -0.954 -3.182 0.907
H -2.115 -5.478 1.101
H 0.490 -1.094 -4.676
H 1.686 1.196 -5.329
H 0.929 3.326 -4.079
H -0.541 3.071 -2.230
```

E_LUMO (spin up / spin down) = -0.775 / -0.762 eV
2S+1 = 7
ΔE to the lowest compared entry with this formula, charge and spin = 14.87 kcal/mol
Total charge = 0
HOMO level (spin up / spin down) = -4.8903 / -7.0138 eV
Frontier orbital gap (spin up / spin down) = 4.12 / 6.25 eV
⟨S²⟩ = 12.950

No. 3
# C2H6CuO2S

A molecular structure, C2H6CuO2S at a distorted geometry (ωB97M-V/def2-TZVPD, the OMol25 dataset).

```
12
C2H6CuO2S ωB97M-V/def2-TZVPD
Cu 0.131 -0.007 -3.331
C -0.797 -1.174 1.000
S -0.735 0.333 0.021
C 0.471 1.194 1.036
O 0.003 -0.019 -1.220
H -1.195 -0.955 1.991
H 0.207 -1.593 1.061
H -1.454 -1.864 0.476
H 0.059 1.372 2.030
H 0.680 2.139 0.539
H 1.378 0.593 1.083
O 1.253 -0.019 -4.684
```

E_LUMO = 2.366 eV
Total charge = -1
HOMO level = -1.1180 eV
Frontier orbital gap = 3.48 eV

No. 4
# C18H32B4O10

A molecular structure, C18H32B4O10 at a distorted geometry (ωB97M-V/def2-TZVPD, the OMol25 dataset).

```
64
C18H32B4O10 ωB97M-V/def2-TZVPD
C 1.402 -2.252 1.130
C 0.150 -2.674 0.908
B -0.918 -1.601 0.541
O -0.701 -0.296 1.005
B -0.853 0.640 -0.027
C 0.001 1.949 0.023
C -0.700 2.880 1.057
O -1.793 0.357 -1.001
B -2.635 -0.599 -0.418
B -4.219 -0.287 0.101
O -5.143 0.289 -0.771
C -4.718 -0.591 1.573
C -3.693 -0.149 2.637
O -2.036 -1.846 -0.229
H 1.832 -1.590 0.389
H 1.975 -2.529 2.006
H -0.104 -3.727 0.950
H 0.968 1.665 0.431
H 0.096 2.438 -0.939
H -1.744 2.966 0.757
H -0.722 2.345 2.004
H -0.220 3.846 1.135
H -4.821 1.179 -0.990
H -4.922 -1.653 1.707
H -5.642 -0.034 1.714
H -2.961 -0.936 2.801
H -4.157 0.098 3.587
H -3.125 0.728 2.327
O 0.689 -5.005 -0.997
C 1.124 -4.495 -1.985
O 2.452 -4.315 -2.203
C 2.655 -3.578 -3.420
C 1.385 -3.789 -4.232
C 0.328 -3.919 -3.139
H 2.815 -2.527 -3.166
H 3.542 -3.956 -3.923
H 1.193 -2.988 -4.944
H 1.454 -4.724 -4.790
H -0.073 -2.950 -2.837
H -0.480 -4.588 -3.421
O 1.239 2.367 6.260
C 1.050 1.322 5.712
O 0.595 1.224 4.439
C 0.366 -0.157 4.099
C 1.233 -0.952 5.063
C 1.226 -0.064 6.305
H -0.698 -0.372 4.222
H 0.637 -0.323 3.061
H 0.866 -1.963 5.237
H 2.250 -1.027 4.672
H 0.377 -0.277 6.956
H 2.154 -0.128 6.865
O 1.021 4.976 -1.756
C 1.418 4.411 -2.731
O 2.132 3.255 -2.677
C 2.557 2.880 -3.998
C 1.594 3.583 -4.945
C 1.262 4.856 -4.172
H 3.589 3.209 -4.135
H 2.516 1.797 -4.093
H 2.016 3.759 -5.933
H 0.691 2.983 -5.067
H 1.978 5.655 -4.371
H 0.251 5.202 -4.361
```

E_LUMO = 0.102 eV
Total charge = 0
HOMO level = -8.7663 eV
Frontier orbital gap = 8.87 eV

No. 5
# C3H2Br2NO4

3 unconnected molecules or ions with the total composition C3H2Br2NO4 at a distorted geometry (ωB97M-V/def2-TZVPD, the OMol25 dataset).

```
12
C3H2Br2NO4 ωB97M-V/def2-TZVPD
C -2.988 0.404 0.870
C 1.396 0.872 -0.477
C 1.317 -0.431 -0.036
N 0.310 -1.136 0.436
O -2.876 1.330 1.537
O -0.372 -0.282 1.105
O -3.148 -0.524 0.208
O 0.139 -2.322 0.479
Br -0.179 1.540 -1.624
Br 2.797 -2.153 -1.536
H 2.219 1.137 -1.248
H 1.383 1.565 0.286
```

E_LUMO (spin up / spin down) = 2.489 / 2.490 eV
ΔE to the lowest compared entry with this formula, charge and spin = 43.99 kcal/mol
Total charge = -1
HOMO level (spin up / spin down) = -4.9861 / -4.9854 eV
Frontier orbital gap (spin up / spin down) = 7.48 / 7.48 eV

No. 6
# C33H79N11O9

8 unconnected molecules or ions with the total composition C33H79N11O9 at a distorted geometry (ωB97M-V/def2-TZVPD, the OMol25 dataset).

```
132
C33H79N11O9 ωB97M-V/def2-TZVPD
C -22.735 22.007 22.656
C -22.744 22.668 24.065
C -23.388 24.064 23.924
C -24.910 24.073 23.811
C -25.443 23.291 25.018
C -24.950 21.840 25.175
N -23.513 21.847 25.072
O -22.907 20.659 25.322
C -25.261 21.482 26.669
C -25.673 20.982 24.235
C -21.209 22.812 24.410
H -22.288 22.706 21.949
H -23.773 21.922 22.332
H -22.229 21.059 22.475
H -23.003 24.640 24.765
H -22.986 24.521 23.020
H -25.249 23.730 22.834
H -25.083 25.147 23.743
H -26.510 23.278 24.793
H -25.364 23.851 25.949
H -26.319 21.279 26.835
H -24.866 20.587 27.150
H -25.041 22.312 27.341
H -25.595 21.334 23.207
H -25.203 20.001 24.313
H -26.720 20.763 24.444
H -20.908 22.660 25.446
H -20.694 23.764 24.282
H -20.607 22.090 23.859
H -22.547 20.738 26.208
C -15.625 27.623 26.134
C -16.454 27.358 24.798
C -17.919 27.309 25.061
C -18.688 28.690 25.047
C -18.305 29.459 23.804
C -16.794 29.638 23.629
N -16.128 28.367 23.763
O -14.715 28.433 23.447
C -16.391 30.113 22.147
C -16.468 30.684 24.731
C -16.055 26.031 24.066
H -15.882 27.121 27.067
H -15.537 28.676 26.401
H -14.560 27.422 26.025
H -18.503 26.787 24.303
H -18.175 26.849 26.016
H -18.590 29.255 25.974
H -19.767 28.602 24.926
H -18.818 30.407 23.968
H -18.685 28.979 22.902
H -16.768 31.134 22.210
H -15.314 30.233 22.033
H -16.919 29.629 21.326
H -16.591 30.328 25.754
H -15.470 31.055 24.495
H -17.088 31.579 24.685
H -16.723 25.200 24.296
H -15.030 25.711 24.251
H -16.056 26.195 22.989
H -14.370 29.051 24.096
C -21.639 22.189 35.063
C -20.558 21.310 34.435
C -20.907 20.792 33.096
C -20.670 21.695 31.845
C -19.286 22.200 31.970
C -18.851 22.818 33.330
N -19.208 21.917 34.397
O -18.579 22.175 35.610
C -17.291 22.926 33.335
C -19.482 24.184 33.358
C -20.546 20.010 35.310
H -22.354 21.639 35.675
H -22.275 22.676 34.324
H -21.178 22.959 35.681
H -20.299 19.912 32.885
H -21.886 20.332 32.959
H -21.453 22.451 31.781
H -20.771 21.042 30.978
H -19.172 22.883 31.129
H -18.698 21.287 31.876
H -16.853 21.931 33.257
H -16.911 23.601 32.568
H -17.104 23.516 34.233
H -19.436 24.762 34.281
H -18.946 24.875 32.707
H -20.482 24.232 32.928
H -20.356 20.254 36.355
H -19.695 19.350 35.138
H -21.407 19.362 35.148
H -19.115 22.916 35.904
C -20.865 25.438 27.097
C -21.729 24.437 27.759
O -21.405 24.460 29.152
O -19.769 24.828 26.529
H -20.500 26.269 27.700
H -21.454 25.802 26.255
H -21.700 23.391 27.455
H -22.741 24.832 27.667
H -22.045 23.922 29.623
H -19.789 23.877 26.663
C -17.179 25.604 30.104
O -17.253 26.630 30.728
N -16.037 24.993 29.906
N -18.158 24.999 29.523
H -15.200 25.558 29.907
H -16.066 24.036 29.583
H -17.992 24.071 29.161
H -19.101 25.235 29.795
C -23.882 21.894 30.220
O -23.210 22.708 29.655
N -23.961 20.633 29.846
N -24.724 22.129 31.146
H -24.565 19.988 30.335
H -23.288 20.274 29.183
H -24.918 21.301 31.692
H -24.694 23.011 31.638
C -20.309 20.799 28.092
O -21.475 20.667 27.820
N -19.799 21.791 28.773
N -19.320 20.005 27.770
H -20.251 22.632 29.102
H -18.789 21.799 28.791
H -18.379 20.242 28.053
H -19.561 19.136 27.316
C -27.031 24.215 28.485
O -27.891 24.579 27.666
N -25.958 24.968 28.532
N -26.988 23.209 29.323
H -25.125 24.484 28.836
H -25.974 25.698 27.834
H -27.693 22.494 29.222
H -26.185 23.104 29.926
```

E_LUMO = -0.268 eV
SMILES = CC1(C)CCCC(C)(C)N1O.CC1(C)CCCC(C)(C)N1O.CC1(C)CCCC(C)(C)N1O.NC(N)=O.NC(N)=O.NC(N)=O.NC(N)=O.OCCO
Total charge = 0
HOMO level = -7.6833 eV
Frontier orbital gap = 7.42 eV